C26H27CrN6O2S | ωB97M-V/def2-TZVPD

ORCA input file:
```
! RIJCOSX wB97M-V def2-TZVPD def2/J DEFGRID3
* xyz -2 6
Cr -0.128 0.271 0.680
C 1.940 4.277 0.367
C 3.303 3.849 0.355
C 3.592 2.540 0.609
C 2.560 1.604 0.874
N 1.226 2.019 0.809
C 0.982 3.303 0.591
C 2.797 0.240 1.249
C 4.079 -0.301 1.450
C 4.160 -1.620 1.906
C 3.041 -2.358 2.198
C 1.745 -1.767 1.990
N 1.678 -0.515 1.433
C 0.542 -2.402 2.295
C 0.425 -3.649 2.961
C -0.718 -3.985 3.617
C -1.762 -2.967 3.677
C -1.714 -1.889 2.880
N -0.674 -1.685 1.947
H 1.648 5.305 0.197
H 4.105 4.553 0.152
H 4.621 2.204 0.611
H -0.069 3.584 0.597
H 4.969 0.289 1.287
H 5.142 -2.062 2.064
H 3.121 -3.360 2.594
H 1.283 -4.318 2.989
H -0.808 -4.919 4.160
H -2.579 -3.051 4.388
H -2.486 -1.127 2.900
O -1.392 1.349 -0.694
N -2.138 2.409 -0.491
C -2.432 3.153 -1.575
C -3.223 4.272 -1.529
C -3.730 4.644 -0.277
C -3.425 3.899 0.820
C -2.602 2.726 0.778
S -2.191 1.797 2.112
H -1.968 2.775 -2.474
H -3.418 4.828 -2.434
H -4.357 5.523 -0.180
H -3.797 4.166 1.800
C -3.106 -1.454 -0.724
O -2.467 -1.934 0.421
C -1.044 -1.653 0.455
C -0.367 -2.803 -0.275
H -2.970 -2.129 -1.592
H -2.740 -0.465 -1.003
H -4.183 -1.406 -0.521
H -0.562 -3.778 0.196
H 0.713 -2.669 -0.355
H -0.774 -2.822 -1.295
C -0.703 -0.876 -4.311
N 0.539 -1.352 -3.716
C 1.597 -1.725 -4.638
C 0.933 -0.654 -2.633
N 1.274 -0.090 -1.689
H -1.089 -1.646 -4.979
H -0.562 0.054 -4.877
H -1.428 -0.700 -3.518
H 1.182 -2.415 -5.373
H 2.392 -2.228 -4.092
H 2.018 -0.857 -5.161
*
```

The energy above the lowest of the compared OMol25 structures with the same formula, charge and spin comes out at 3.14 kcal/mol. The calculation puts the highest occupied orbital energy (spin up / spin down) at 1.5 / 0.9 eV. The total energy comes out at -2928.48529 hartree.

These are the Mulliken partial charges, in e, on atoms 1 to 6: -0.179 -1.172 -0.224 -0.981 0.531 0.515


C26H27MoN7O11P2S3 | ωB97M-V/def2-TZVPD

ORCA input file:
```
! RIJCOSX wB97M-V def2-TZVPD def2/J DEFGRID3
* xyz 0 3
Mo 1.362 -0.009 -0.109
N 5.414 2.174 -0.256
C 4.281 1.516 0.130
S 3.754 0.184 -0.855
N 3.631 1.936 1.154
N 2.525 1.104 1.419
C 2.194 1.196 2.662
C 1.229 0.416 3.369
C 0.980 0.714 4.719
C 0.208 -0.123 5.488
C -0.282 -1.303 4.912
C -0.041 -1.624 3.596
C 0.687 -0.738 2.786
O 0.879 -1.003 1.514
H 6.023 1.717 -0.909
H 5.838 2.778 0.429
H 2.768 1.920 3.235
H 1.421 1.607 5.146
H 0.009 0.107 6.525
H -0.868 -1.985 5.517
H -0.419 -2.532 3.157
C -2.938 -3.973 -0.417
C -1.643 -3.236 -0.036
O -1.770 -2.789 1.301
P -0.205 -4.385 -0.074
O -0.634 -5.596 0.881
O -0.336 -5.094 -1.485
O 1.070 -3.754 0.277
P -1.370 -1.945 -1.308
O -2.785 -1.239 -1.450
O -1.027 -2.700 -2.551
O -0.415 -0.820 -0.875
H -3.017 -4.891 0.162
H -2.978 -4.219 -1.476
H -3.778 -3.325 -0.172
H -1.716 -1.817 1.336
H -0.435 -5.379 1.798
H -0.554 -4.372 -2.126
H -2.774 -0.311 -1.140
C 1.706 -3.450 -4.459
N 1.132 -2.117 -4.387
C 0.213 -1.635 -5.289
C -0.238 -0.467 -4.827
N 0.412 -0.216 -3.610
C 1.209 -1.302 -3.319
S 2.128 -1.729 -1.972
C 0.431 1.076 -3.022
C -0.226 2.119 -3.669
C -0.023 3.413 -3.231
C 0.873 3.654 -2.204
C 1.442 2.563 -1.586
N 1.178 1.294 -1.939
H 1.992 -3.648 -5.490
H 0.974 -4.182 -4.123
H 2.583 -3.502 -3.823
H -0.047 -2.177 -6.179
H -0.962 0.192 -5.256
H -0.872 1.938 -4.508
H -0.544 4.227 -3.718
H 1.098 4.646 -1.845
H 2.092 2.696 -0.734
O 1.112 3.373 1.212
C 0.066 2.762 1.246
N -0.173 1.519 0.656
S -1.775 1.162 0.743
O -2.040 -0.073 1.435
O -2.399 1.321 -0.556
C -2.234 2.496 1.774
C -3.466 2.761 2.341
C -3.539 3.881 3.158
C -2.423 4.690 3.378
C -1.201 4.402 2.787
C -1.129 3.279 1.981
H -4.322 2.126 2.165
H -4.478 4.130 3.634
H -2.515 5.554 4.022
H -0.326 5.018 2.942
*
```

The energy above the lowest of the compared OMol25 structures with the same formula, charge and spin comes out at 6.39 kcal/mol. The calculation puts the highest occupied orbital energy (spin up / spin down) at -7.2 / -8.0 eV. The total energy comes out at -4163.73659 hartree.

These are the Mulliken partial charges, in e, on atoms 1 to 6: 0.171 -0.487 0.652 -0.423 -1.368 0.971


> Look up the energy above the lowest of the compared OMol25 structures with the same formula, charge and spin of the second one.

6.39 kcal/mol


Repeat the second record exactly.
C26H27MoN7O11P2S3 | ωB97M-V/def2-TZVPD

ORCA input file:
```
! RIJCOSX wB97M-V def2-TZVPD def2/J DEFGRID3
* xyz 0 3
Mo 1.362 -0.009 -0.109
N 5.414 2.174 -0.256
C 4.281 1.516 0.130
S 3.754 0.184 -0.855
N 3.631 1.936 1.154
N 2.525 1.104 1.419
C 2.194 1.196 2.662
C 1.229 0.416 3.369
C 0.980 0.714 4.719
C 0.208 -0.123 5.488
C -0.282 -1.303 4.912
C -0.041 -1.624 3.596
C 0.687 -0.738 2.786
O 0.879 -1.003 1.514
H 6.023 1.717 -0.909
H 5.838 2.778 0.429
H 2.768 1.920 3.235
H 1.421 1.607 5.146
H 0.009 0.107 6.525
H -0.868 -1.985 5.517
H -0.419 -2.532 3.157
C -2.938 -3.973 -0.417
C -1.643 -3.236 -0.036
O -1.770 -2.789 1.301
P -0.205 -4.385 -0.074
O -0.634 -5.596 0.881
O -0.336 -5.094 -1.485
O 1.070 -3.754 0.277
P -1.370 -1.945 -1.308
O -2.785 -1.239 -1.450
O -1.027 -2.700 -2.551
O -0.415 -0.820 -0.875
H -3.017 -4.891 0.162
H -2.978 -4.219 -1.476
H -3.778 -3.325 -0.172
H -1.716 -1.817 1.336
H -0.435 -5.379 1.798
H -0.554 -4.372 -2.126
H -2.774 -0.311 -1.140
C 1.706 -3.450 -4.459
N 1.132 -2.117 -4.387
C 0.213 -1.635 -5.289
C -0.238 -0.467 -4.827
N 0.412 -0.216 -3.610
C 1.209 -1.302 -3.319
S 2.128 -1.729 -1.972
C 0.431 1.076 -3.022
C -0.226 2.119 -3.669
C -0.023 3.413 -3.231
C 0.873 3.654 -2.204
C 1.442 2.563 -1.586
N 1.178 1.294 -1.939
H 1.992 -3.648 -5.490
H 0.974 -4.182 -4.123
H 2.583 -3.502 -3.823
H -0.047 -2.177 -6.179
H -0.962 0.192 -5.256
H -0.872 1.938 -4.508
H -0.544 4.227 -3.718
H 1.098 4.646 -1.845
H 2.092 2.696 -0.734
O 1.112 3.373 1.212
C 0.066 2.762 1.246
N -0.173 1.519 0.656
S -1.775 1.162 0.743
O -2.040 -0.073 1.435
O -2.399 1.321 -0.556
C -2.234 2.496 1.774
C -3.466 2.761 2.341
C -3.539 3.881 3.158
C -2.423 4.690 3.378
C -1.201 4.402 2.787
C -1.129 3.279 1.981
H -4.322 2.126 2.165
H -4.478 4.130 3.634
H -2.515 5.554 4.022
H -0.326 5.018 2.942
*
```

The energy above the lowest of the compared OMol25 structures with the same formula, charge and spin comes out at 6.39 kcal/mol. The calculation puts the highest occupied orbital energy (spin up / spin down) at -7.2 / -8.0 eV. The total energy comes out at -4163.73659 hartree.

These are the Mulliken partial charges, in e, on atoms 1 to 6: 0.171 -0.487 0.652 -0.423 -1.368 0.971


> Which of these has the highest energy above the lowest of the compared OMol25 structures with the same formula, charge and spin?

C26H27MoN7O11P2S3